(1)
This record from the Open Molecules 2025 dataset describes a 4-piece molecular cluster, C3H15NO3 overall at a distorted geometry. The level of theory is the ωB97M-V functional and the def2-TZVPD basis.

Properties
ΔE to the lowest compared entry with this formula, charge and spin, eV: 2.138
Max |F|, eV Å⁻¹: 5.10
Orbital gap, eV: 8.66
Multiplicity: 1
HOMO level, eV: -8.539

Atoms and positions in Å:
C: 1.2148 -2.3071 -0.4462
C: 0.1329 -1.7842 -1.3420
C: -1.2317 -1.6472 -0.6810
N: -1.1680 -1.3365 0.7985
H: 2.0693 -2.5302 -0.9454
H: 1.4267 -1.6284 0.4310
H: 0.8221 -3.3069 -0.1257
H: -0.0170 -2.6636 -2.0711
H: 0.4930 -0.9901 -1.9999
H: -1.9307 -0.9944 -1.2116
H: -1.6983 -2.6514 -0.6407
H: -1.9769 -1.2708 1.4498
H: -0.5716 -0.5484 1.1181
O: 1.6239 0.7145 -0.1470
H: 1.8460 1.6178 0.1393
H: 0.7304 0.9116 -0.5265
O: -1.1924 1.9054 -0.5870
H: -2.0074 1.4799 -0.1128
H: -1.0248 2.5228 0.2167
O: 0.5186 3.2281 1.8355
H: 1.2440 2.9455 2.5835
H: 0.4742 4.1095 2.1081

(2)
This record from the Open Molecules 2025 dataset describes a 9-piece molecular cluster, C18H54O9 overall at a distorted geometry. The level of theory is the ωB97M-V functional and the def2-TZVPD basis.

Properties
ΔE to the lowest compared entry with this formula, charge and spin, eV: 3.022
Max |F|, eV Å⁻¹: 1.91
Orbital gap, eV: 9.77
Multiplicity: 1
HOMO level, eV: -9.545

Atoms and positions in Å:
C: 11.0025 3.0824 14.4218
C: 10.1945 3.9914 15.3151
O: 10.1333 3.5422 16.6664
H: 12.0453 3.1263 14.7986
H: 10.9455 3.4194 13.3990
H: 10.6521 2.0412 14.4823
H: 9.1669 4.1391 14.9398
H: 10.6701 4.9859 15.3204
H: 9.6734 4.2401 17.1500
C: 5.2489 -1.4016 15.3219
C: 5.9511 -2.0597 14.1475
O: 7.2935 -1.5678 14.0321
H: 4.3293 -1.9667 15.5069
H: 4.9790 -0.3711 15.1090
H: 5.8068 -1.4226 16.2611
H: 5.4811 -1.8576 13.2022
H: 5.9859 -3.1502 14.2414
H: 7.6922 -1.7368 14.8992
C: 7.1544 1.6900 15.6267
C: 7.3768 1.7589 14.1580
O: 6.8195 2.9384 13.6114
H: 7.6700 2.5057 16.1444
H: 7.5878 0.7796 16.0325
H: 6.0909 1.7564 15.8625
H: 6.9214 0.9203 13.6354
H: 8.4058 1.7703 13.8675
H: 5.8851 2.7540 13.5160
C: 10.3515 -0.4471 15.3109
C: 10.2521 -1.8604 15.9088
O: 8.8944 -2.0787 16.3269
H: 9.7639 -0.3787 14.3810
H: 11.3460 -0.2520 14.9375
H: 9.9937 0.2288 16.0878
H: 10.8615 -2.0371 16.8088
H: 10.4853 -2.6706 15.1789
H: 8.8339 -3.0107 16.6349
C: 11.7103 -5.6646 12.5024
C: 10.4786 -4.8199 12.8923
O: 10.6608 -3.4599 12.4249
H: 11.7491 -6.6375 12.9949
H: 12.5925 -5.0556 12.7020
H: 11.7381 -5.8601 11.4446
H: 10.4057 -4.8255 13.9773
H: 9.5673 -5.2393 12.4595
H: 9.8990 -2.9990 12.7696
C: 11.8418 1.0611 18.8049
C: 12.7120 1.6201 17.6660
O: 12.7578 3.0295 17.7178
H: 12.1803 1.4043 19.7781
H: 11.7875 -0.0188 18.6583
H: 10.8206 1.3756 18.6189
H: 12.2490 1.2844 16.7162
H: 13.7513 1.2684 17.6837
H: 11.9042 3.3350 17.4434
C: 6.0088 -3.0351 18.5658
C: 6.8719 -1.8799 19.0679
O: 6.2321 -1.2477 20.2099
H: 5.9094 -3.8086 19.3295
H: 6.4398 -3.5560 17.7035
H: 5.0172 -2.6829 18.2390
H: 6.9153 -1.1047 18.2843
H: 7.8991 -2.1801 19.3182
H: 6.4161 -1.6069 21.0859
C: 14.9253 -3.7874 15.0854
C: 13.5249 -3.2584 15.1806
O: 13.4871 -2.1056 16.1025
H: 14.9437 -4.6908 14.4575
H: 15.3299 -4.1018 16.0595
H: 15.6118 -3.1405 14.5715
H: 12.8759 -4.0262 15.6380
H: 13.0807 -2.9440 14.2195
H: 14.0265 -1.3191 15.8593
C: 10.1704 -4.6421 18.9596
C: 9.0218 -5.4704 18.4281
O: 8.4537 -4.8990 17.2671
H: 10.5974 -5.0131 19.8998
H: 9.8872 -3.5969 19.0814
H: 10.9814 -4.6448 18.2275
H: 8.2077 -5.5747 19.1990
H: 9.3121 -6.5013 18.1703
H: 8.0689 -5.5369 16.6861

(3)
This record from the Open Molecules 2025 dataset describes a 2-piece molecular cluster, C2H6P2 overall at a distorted geometry. The level of theory is the ωB97M-V functional and the def2-TZVPD basis.

Properties
ΔE to the lowest compared entry with this formula, charge and spin, eV: 4.945
Max |F|, eV Å⁻¹: 3.24
Orbital gap (alpha / beta), eV: 9.05 / 7.66
Multiplicity: 1
HOMO level (alpha / beta), eV: -9.636 / -7.524

Atoms and positions in Å:
C: -0.9042 -0.3207 -1.1363
C: -0.0696 -0.6601 0.0239
P: -1.7882 -1.2056 0.2241
P: 1.4925 -1.3694 -0.1037
H: -1.2631 0.7874 -1.3227
H: -1.0325 -0.9070 -2.0916
H: -0.2722 1.5396 2.2135
H: -2.2081 -0.0114 0.8620
H: 1.9656 -1.4818 1.2158
H: 2.5612 -0.4635 -0.6592

(4)
This record from the Open Molecules 2025 dataset describes C40H61CrN4PSSb as an isolated structure at a distorted geometry. The level of theory is the ωB97M-V functional and the def2-TZVPD basis.

Properties
<S²>: 0.9206
Max |F|, eV Å⁻¹: 1.25
Orbital gap (alpha / beta), eV: 6.83 / 7.47
Charge: +2
Multiplicity: 2
HOMO level (alpha / beta), eV: -13.059 / -13.119

Atoms and positions in Å:
Cr: -0.1774 0.1196 -0.0768
C: -1.1917 -0.6600 -3.8513
C: -1.6912 0.7272 -4.1054
C: -2.5016 0.9490 -5.2139
C: -2.9097 2.2227 -5.5656
C: -2.5032 3.3154 -4.8132
C: -1.7181 3.1186 -3.6946
C: -1.3240 1.8326 -3.3284
P: -0.1459 1.6161 -1.9553
C: 0.2673 3.2567 -1.2651
C: 1.6104 3.6422 -1.3105
C: 2.0190 4.8405 -0.7599
C: 1.0909 5.6754 -0.1587
C: -0.2357 5.2863 -0.0855
C: -0.6664 4.0743 -0.6138
C: -2.1110 3.6916 -0.4805
C: 1.3025 1.1243 -2.9186
C: 1.6297 1.6378 -4.1695
C: 2.7295 1.1269 -4.8315
C: 3.4619 0.0892 -4.2699
C: 3.1254 -0.4190 -3.0280
C: 2.0459 0.1085 -2.3279
C: 1.6798 -0.3495 -0.9549
H: -2.0063 -1.3780 -3.9281
H: -0.7189 -0.7675 -2.8700
H: -0.4561 -0.9184 -4.6136
H: -2.7953 0.1061 -5.8220
H: -3.5262 2.3683 -6.4395
H: -2.7909 4.3156 -5.0996
H: -1.3737 3.9694 -3.1259
H: 2.3393 3.0050 -1.7935
H: 3.0563 5.1302 -0.8110
H: 1.3964 6.6276 0.2475
H: -0.9614 5.9392 0.3767
H: -2.4835 4.0018 0.4949
H: -2.2418 2.6137 -0.6028
H: -2.7073 4.1925 -1.2420
H: 1.0257 2.4175 -4.6118
H: 3.0138 1.5293 -5.7892
H: 4.2984 -0.3307 -4.8066
H: 3.7041 -1.2199 -2.5918
H: 2.4616 0.0543 -0.2905
H: 1.7908 -1.4430 -0.9283
C: 4.4793 -1.3461 1.6393
C: 3.4792 -2.4765 1.8228
C: 3.8605 -3.3344 3.0168
C: 3.4531 -3.3484 0.5779
Sb: 1.3927 -1.4632 2.0810
C: 1.5892 -0.2115 4.0323
C: 1.9561 1.1717 3.5111
C: 2.6975 -0.7429 4.9194
C: 0.3053 -0.1485 4.8511
C: -0.0884 -3.2148 2.2018
C: 0.5074 -4.3799 2.9691
C: -1.4216 -2.8176 2.8219
C: -0.3261 -3.5734 0.7418
H: 5.4737 -1.7749 1.5183
H: 4.5164 -0.6867 2.5036
H: 4.2650 -0.7508 0.7527
H: 4.8596 -3.7368 2.8418
H: 3.1908 -4.1786 3.1452
H: 3.8996 -2.7744 3.9430
H: 4.4391 -3.7973 0.4566
H: 3.2403 -2.7802 -0.3246
H: 2.7376 -4.1632 0.6647
H: 2.9349 1.1582 3.0347
H: 2.0075 1.8730 4.3426
H: 1.2306 1.5552 2.7838
H: 3.6490 -0.7621 4.3963
H: 2.4582 -1.7349 5.2989
H: 2.8222 -0.0801 5.7770
H: -0.4255 0.5382 4.4257
H: 0.5430 0.2380 5.8417
H: -0.1399 -1.1317 4.9985
H: 0.8004 -4.0839 3.9756
H: 1.3677 -4.7861 2.4454
H: -0.2228 -5.1856 3.0567
H: -1.3159 -2.3173 3.7819
H: -2.0112 -3.7188 2.9919
H: -1.9922 -2.1983 2.1295
H: 0.5724 -3.9707 0.2777
H: -0.6561 -2.6982 0.1592
H: -1.0997 -4.3365 0.6659
C: -5.4747 2.7945 -3.2481
C: -5.2796 1.9626 -2.0439
C: -6.2558 1.9376 -1.0192
C: -5.9358 1.2756 0.1314
N: -4.7646 0.6247 0.2346
C: -3.9198 0.5661 -0.8356
S: -2.5958 -0.5054 -0.7467
N: -4.1640 1.2659 -1.9301
H: -6.5043 2.7354 -3.5921
H: -4.7905 2.4918 -4.0348
H: -5.2782 3.8378 -2.9960
H: -7.2008 2.4401 -1.1292
H: -6.5906 1.2489 0.9892
N: -4.1606 -0.1844 2.7405
C: -3.3114 0.8492 3.3520
C: -2.3213 1.4296 2.3279
N: -1.3899 0.4060 1.8342
H: -5.0328 -0.2774 3.2520
H: -3.7207 -1.1003 2.7828
H: -4.5036 0.1931 1.1743
H: -2.7577 0.4589 4.2131
H: -3.9482 1.6586 3.7080
H: -1.7555 2.2360 2.7993
H: -2.8668 1.8390 1.4785
H: -1.9752 -0.4026 1.5967
H: -0.8224 0.1211 2.6354

- Which of these has the lowest max |F|?
  C40H61CrN4PSSb

- Among the records above, which one has the highest multiplicity?
  C40H61CrN4PSSb

- What is the formula in the third record?
  C2H6P2